Record 1
Formula: C22H55BClN7O7P2S
Source: the OMol25 dataset
Level of theory: ωB97M-V/def2-TZVPD

Output
HOMO energy = -0.2835 hartree
calculated total energy = -91081.5400 eV
frontier orbital gap = 6.822 eV
SMILES = CCCCNB([PH2]=S)P(O)Cl.CN(C)C=O.CN(C)C=O.CN(C)C=O.CN(C)C=O.CN(C)C=O.CN(C)C=O
LUMO level = -0.033 Ha
F_max = 0.039 Eh/bohr

The geometry in XYZ format:
```
96
Properties=species:S:1:pos:R:3:forces:R:3
H -0.688 1.795 1.978 0.321 0.128 -0.255
O 1.209 6.679 2.490 -0.418 0.557 -0.320
H 2.349 -0.659 -2.313 0.247 -0.645 0.317
C -7.309 -3.656 0.060 0.199 -0.185 0.072
H -0.146 7.590 0.267 -0.007 0.104 -0.029
H 8.205 1.977 -6.404 0.058 -0.102 -0.033
H -1.660 -4.132 -1.755 -0.091 0.028 0.021
H 2.691 6.085 5.971 0.102 0.069 0.025
H 2.470 5.338 1.644 0.017 -0.041 -0.077
H 7.346 0.665 -7.226 0.118 -0.009 0.023
H 0.933 8.067 -1.066 0.053 -0.064 0.004
H -4.533 -4.526 1.430 0.012 -0.157 0.012
H -1.864 -2.442 -1.252 0.026 0.004 0.088
H -3.956 1.276 0.567 0.074 0.340 0.271
H -5.737 -5.570 0.656 -0.102 0.071 0.034
H -3.506 -7.732 1.025 0.034 -0.058 -0.046
P 3.133 1.581 0.427 0.503 -0.157 0.282
H -3.659 0.753 2.205 0.266 0.272 -0.009
H -2.881 2.275 1.623 -0.314 -0.127 0.019
H 1.362 -4.250 0.408 0.033 -0.098 -0.035
S 4.874 1.263 -0.401 0.126 -0.032 -0.173
H -6.367 -10.052 2.919 0.055 -0.007 -0.060
C -1.417 -3.396 -0.984 0.202 -0.238 0.061
H -1.831 -3.722 -0.030 -0.159 0.077 -0.070
H 0.181 0.612 0.987 0.130 0.434 -0.171
N 0.026 -3.277 -0.870 0.099 0.367 -0.113
H -0.028 -1.291 -1.344 -0.042 -0.003 -0.032
H -1.851 -0.531 1.239 -0.125 0.226 0.104
O 6.249 3.063 -7.999 0.162 0.009 -0.182
N 0.710 2.994 -0.343 0.646 -0.510 -1.423
H 0.580 3.674 -1.095 -0.194 0.097 0.081
H 1.533 -4.656 -1.306 0.024 -0.065 0.081
H -2.103 0.337 -0.276 0.041 -0.256 0.268
H 3.611 6.483 4.499 -0.020 0.126 0.047
C -1.959 0.467 0.806 0.207 1.142 0.058
H -1.322 3.151 0.096 0.189 -0.174 -0.090
C 2.708 6.002 4.881 -0.018 -0.075 0.328
H 3.385 2.923 5.540 0.113 -0.039 -0.010
P 1.672 1.318 -2.633 0.198 -0.973 -0.483
O 1.867 -1.947 -0.994 0.226 0.171 -0.196
H -5.426 -10.396 0.559 0.087 -0.102 -0.053
C 1.804 6.209 1.542 0.181 0.011 -0.755
C 0.885 7.819 -0.009 -0.018 -0.055 0.250
C -4.556 -10.067 1.131 -0.203 0.031 0.212
H 5.177 0.548 -4.785 -0.082 0.039 0.159
H -6.765 -8.331 2.704 -0.036 -0.046 0.101
O 2.775 0.072 -2.793 -0.752 1.875 -0.023
H -5.570 -8.813 3.917 -0.111 -0.010 0.018
H -1.006 1.921 -1.104 0.367 -0.175 0.261
C 1.724 4.072 3.743 -0.347 0.553 0.295
H 0.953 4.806 3.459 0.136 -0.164 0.229
C 7.412 1.234 -6.297 -0.063 0.165 -0.198
C 5.687 2.780 -6.961 -0.018 -0.143 0.243
H 7.648 0.564 -5.474 -0.076 0.031 0.033
H 1.218 8.673 0.583 -0.094 0.042 -0.054
H -4.373 -4.924 -0.287 0.011 -0.084 0.069
H 4.723 3.232 -6.676 -0.051 -0.012 0.069
C 0.813 -4.445 -0.514 0.197 0.167 -0.015
C -4.290 -7.724 1.800 0.028 -0.313 -0.001
H -5.912 -1.546 -0.305 -0.057 0.017 0.002
H 3.234 2.757 1.233 -0.572 -0.530 -0.064
C -5.967 -9.041 2.927 0.096 0.235 0.024
C 0.658 -2.113 -1.082 -0.585 -0.280 0.088
N -5.870 -3.540 0.166 -0.027 0.300 -0.175
C 2.473 6.051 -0.806 -0.189 0.194 -0.008
H 4.300 3.319 4.078 0.076 -0.074 0.094
B 1.731 2.052 -0.847 0.149 0.802 0.741
N 6.149 1.903 -6.045 -0.225 0.153 -0.009
Cl 2.359 2.817 -3.912 -0.345 -0.299 0.663
H -7.720 -3.984 1.018 -0.123 0.002 -0.065
N 2.706 4.603 4.501 -0.104 -0.014 -0.136
H -7.753 -2.698 -0.205 0.065 0.007 0.004
H 3.054 5.207 -0.437 -0.036 0.026 0.047
C -3.190 1.261 1.353 0.078 -1.021 -0.515
C 3.789 3.743 4.944 -0.180 -0.115 -0.179
C -5.086 -4.716 0.515 0.133 0.505 -0.204
H 4.497 4.312 5.541 -0.049 0.063 -0.021
H 2.682 0.566 1.315 -0.029 0.366 -0.026
O 1.670 2.911 3.387 0.215 -0.642 -0.121
C -0.655 1.327 0.989 -0.876 -1.234 -0.570
H -4.225 -10.880 1.780 0.022 -0.073 -0.122
H 1.774 5.695 -1.567 0.154 -0.028 -0.102
H 0.161 -5.304 -0.375 -0.068 0.066 -0.016
C 5.422 1.611 -4.821 0.274 -0.057 -0.138
H -7.561 -4.389 -0.709 -0.138 0.028 0.031
C -5.230 -2.372 -0.048 -0.353 -0.161 0.038
C -0.614 2.347 -0.164 -0.467 0.493 1.037
H 3.151 6.781 -1.253 0.029 -0.114 -0.100
O -4.547 -6.729 2.446 -0.045 -0.102 0.270
H 6.042 1.867 -3.958 -0.141 -0.065 0.094
N -4.912 -8.916 1.937 0.190 0.099 -0.201
N 1.731 6.672 0.273 0.186 -0.281 0.420
H 4.498 2.187 -4.776 0.355 -0.143 -0.124
H -3.753 -9.817 0.440 -0.012 0.058 0.038
O -4.027 -2.216 0.027 0.235 -0.019 -0.001
H 1.837 6.512 4.472 0.209 -0.181 0.074
```
Forces are in eV/Å.

***

Record 2
Formula: C22H55BIN2O15P3
Source: the OMol25 dataset
Level of theory: ωB97M-V/def2-TZVPD

Output
HOMO energy = -0.3423 hartree
calculated total energy = -94049.4520 eV
frontier orbital gap = 9.334 eV
SMILES = CC[C@@H](I)NC(=O)OB(N)O.CCOP(=O)(OCC)OCC.CCOP(=O)(OCC)OCC.CCOP(=O)(OCC)OCC
LUMO level = 0.001 Ha
F_max = 0.128 Eh/bohr

The geometry in XYZ format:
```
99
Properties=species:S:1:pos:R:3:forces:R:3
H 5.666 5.223 1.564 -0.041 -0.227 0.293
H 0.510 -1.015 0.673 0.370 0.248 -0.137
O -2.589 -8.091 5.292 3.387 -0.041 0.352
O 0.085 7.157 -4.670 -0.407 -0.242 0.677
H 3.309 5.910 2.212 0.060 0.025 0.016
C -2.475 -10.037 0.938 -0.288 0.284 0.150
O 2.167 3.397 2.187 0.575 -0.448 0.196
C -2.157 -6.441 2.722 0.216 0.242 -0.108
H 0.726 3.722 3.580 0.009 0.014 -0.152
H -1.274 -1.078 -2.811 0.080 -0.188 0.167
O 1.792 6.573 -2.905 -0.488 0.197 0.214
H 3.884 6.642 0.709 0.190 -0.053 0.007
H -2.740 0.832 -0.900 -0.126 0.060 -0.159
H 4.239 2.089 -1.688 0.056 0.207 0.140
H 1.364 1.568 -0.802 0.130 -0.141 0.127
O 1.107 -2.825 -0.880 -0.731 0.178 -0.150
C 4.781 4.734 1.154 0.391 0.814 -0.209
H -4.074 -11.498 5.039 0.064 0.010 -0.120
P -2.253 -8.749 4.005 -5.872 -1.290 -2.646
H -2.943 -1.296 -2.187 0.094 -0.177 0.182
C -0.002 -2.411 -0.598 2.876 -0.847 0.218
H 2.206 3.749 5.551 -0.024 -0.026 -0.015
O 2.840 1.104 1.617 2.434 -0.543 2.295
H -1.938 8.905 -4.686 0.005 0.021 -0.066
H -0.686 -5.460 -2.994 -0.023 -0.466 0.171
O -1.057 -3.238 -0.562 -0.183 1.306 -0.417
H -1.975 -9.177 0.494 0.052 -0.042 -0.035
N -0.083 -1.089 -0.140 -1.980 -0.985 0.145
H -0.894 7.406 -6.430 0.149 -0.002 0.045
H -2.815 -5.830 2.104 -0.127 -0.115 0.046
O -3.424 -9.898 3.956 0.526 0.051 -0.132
H -2.587 -10.808 0.174 0.105 -0.063 0.057
C -2.248 7.871 -4.828 0.031 -0.053 0.156
C 2.581 5.473 -2.444 0.315 -0.148 -0.274
O -1.261 -9.607 3.059 1.465 1.409 2.017
C 3.615 5.699 1.189 -0.240 -0.107 -0.108
H -5.359 -8.741 5.300 0.142 0.018 0.129
N -0.217 -4.978 -2.238 -0.116 1.247 -1.003
H 5.041 4.460 0.134 -0.180 -0.241 0.030
O 0.177 4.938 -3.589 -2.866 0.093 1.849
H -3.124 7.853 -5.478 0.016 -0.029 -0.015
H 0.091 9.894 -3.712 -0.027 0.049 0.051
H 3.593 3.271 4.562 -0.028 -0.007 0.051
B -1.189 -4.313 -1.449 -0.610 -1.137 0.062
H 2.860 4.849 4.324 -0.058 0.027 0.017
H -3.471 -9.724 1.245 0.008 0.025 0.031
H 2.874 4.772 -4.468 -0.121 -0.121 0.091
C 0.617 8.736 -1.968 0.217 0.723 0.569
H -1.141 1.121 -1.491 0.382 -0.212 -0.025
H 1.454 10.531 -2.777 -0.056 -0.027 0.120
I -2.973 -1.395 1.070 -0.078 -0.033 0.058
H -2.212 -11.402 2.590 -0.131 0.189 0.193
H 3.960 4.033 -3.276 0.015 0.018 0.019
C 0.976 9.620 -3.140 0.112 -0.247 -0.332
H 3.865 0.853 -0.504 -0.135 0.024 0.170
C -1.683 -10.589 2.100 0.188 -0.752 -0.540
H 1.954 4.684 -2.035 -0.091 0.021 -0.074
H 1.672 9.125 -3.816 -0.020 -0.035 -0.009
C 2.641 3.807 4.552 0.136 -0.069 -0.072
O -0.229 7.624 -2.293 -1.943 -2.109 0.131
H -3.354 -10.228 6.015 0.024 0.141 -0.038
C -5.379 -9.827 5.377 -0.122 0.051 -0.131
H 0.467 -4.375 -2.679 0.515 -0.134 0.498
C -4.000 -10.414 5.159 -0.320 0.072 0.086
O -2.447 -4.877 -1.470 0.211 -0.135 0.371
H 0.041 9.325 -1.252 -0.224 -0.196 -0.060
C 2.144 1.658 -1.557 -0.223 -0.039 -0.319
C 3.511 1.789 -0.930 -0.500 -0.032 -0.129
O -2.791 -7.715 2.860 0.615 -0.267 0.404
C -1.123 7.046 -5.427 -0.254 0.015 -0.163
H 2.080 0.794 -2.220 0.039 -0.001 -0.011
H -2.525 0.048 -3.216 -0.050 -0.042 -0.100
H -2.870 -4.776 -0.614 -0.420 0.262 -0.039
C 3.458 4.957 -3.567 0.051 0.054 -0.131
C -2.154 -0.580 -2.405 -0.055 0.621 -0.521
C -1.342 -0.410 0.022 0.715 1.466 0.116
C -0.794 -6.554 2.062 0.026 -0.094 0.075
H 1.520 2.155 3.718 0.004 0.001 -0.061
O 4.574 3.568 1.971 0.475 -2.358 1.515
H -6.070 -10.187 4.612 -0.005 -0.047 0.026
H -0.864 -7.092 1.116 -0.032 0.059 -0.040
O 3.432 2.829 0.056 0.509 -0.115 0.482
H 2.756 5.292 0.659 -0.026 0.011 0.041
H -1.414 5.996 -5.511 0.066 -0.006 0.021
H 1.504 8.402 -1.436 0.018 -0.248 -0.166
H -5.769 -10.103 6.358 0.000 -0.029 -0.010
H -2.077 -5.956 3.699 -0.061 -0.043 0.012
H -0.377 -5.563 1.872 -0.019 0.007 0.018
H -2.542 7.485 -3.848 -0.044 -0.008 -0.038
H 3.209 5.836 -1.629 -0.088 0.163 0.001
H -1.130 0.413 0.700 0.018 -0.205 0.355
P 3.412 2.477 1.657 -3.540 3.276 -4.512
C -1.833 0.323 -1.228 -0.784 -0.804 0.248
H 1.923 2.556 -2.135 -0.045 -0.062 -0.082
H -0.094 -7.105 2.694 0.020 0.060 -0.001
P 0.196 6.381 -3.237 5.625 2.131 -2.629
H -0.756 -11.020 1.717 0.138 0.217 0.165
C 1.691 3.218 3.524 -0.099 -0.005 0.259
H 4.214 5.699 -3.827 0.033 -0.017 0.048
```
Forces are in eV/Å.

***

Which formula does entry 1 have?
C22H55BClN7O7P2S

***

What is the formula in the first record?
C22H55BClN7O7P2S

***

What is the frontier orbital gap in the second record?
9.334 eV

***

Which value of frontier orbital gap does entry 2 give?
9.334 eV